DFT (wB97M-V/def2-TZVPD) results for 7 unconnected molecules or ions with the total composition C6H24N2O6.

Computed properties:
E_LUMO in hartree: 0.0151
SMILES: C=N/C=C/C[C@H](C)N.O.O.O.O.O.O
E_tot in eV: -21875.5253
Frontier orbital gap in eV: 9.5
HOMO in eV: -9.1
ΔE to the lowest compared entry with this formula, charge and spin in kJ/mol: 3.5

```
38
Properties=species:S:1:pos:R:3:forces:R:3:nbo_charge:R:1
C 0.364539 3.149658 2.025842 -0.89 -1.26 0.13 -0.618
C 0.086331 1.717533 1.497500 -0.17 0.26 1.24 -0.034
C 0.204898 0.659757 2.607181 1.33 -0.78 1.85 -0.448
C -0.047133 -0.713811 2.058749 -0.33 0.94 0.52 -0.211
C 0.916010 -1.402583 1.477769 -2.09 -1.92 -0.82 -0.048
N 0.577284 -2.490879 0.607641 0.99 -0.31 -0.49 -0.450
C 0.084580 -3.585903 0.981068 -0.22 0.11 0.76 -0.012
N -1.166915 1.596389 0.765493 0.80 -0.79 -0.83 -0.884
H -0.517647 3.346553 2.685403 1.02 0.32 -0.18 0.202
H 0.328702 3.812433 1.177292 0.05 0.49 -0.17 0.212
H 1.343761 3.216662 2.525739 -0.54 0.08 0.03 0.214
H 0.847304 1.388273 0.802968 0.28 0.22 -0.43 0.189
H -0.326522 0.799088 3.581912 -0.36 0.40 -1.06 0.214
H 1.257702 0.611624 3.018789 -0.65 0.52 -0.77 0.207
H -1.086892 -1.034783 2.056229 0.22 -0.19 -0.47 0.215
H 1.958328 -1.237936 1.505064 0.92 0.67 -0.02 0.198
H -0.209360 -3.767917 2.018513 0.12 0.02 0.15 0.148
H -0.084587 -4.427721 0.308697 -0.06 0.41 -0.28 0.175
H -1.058931 1.980486 -0.156656 -0.18 0.40 -0.20 0.383
H -2.049330 1.849715 1.149378 -0.25 0.46 0.75 0.376
H -0.244891 -1.988511 -3.090451 0.52 -0.07 0.10 0.492
H 0.224116 -2.474245 -1.641896 -0.61 0.49 -0.58 0.521
O -0.551482 -2.302415 -2.234598 0.65 -0.32 0.30 -0.986
H -1.503944 1.320492 -2.564424 2.23 1.12 0.82 0.517
H -0.994862 2.261722 -3.587188 0.72 0.57 -0.06 0.475
O -0.708375 1.993126 -2.702478 -3.03 -1.33 -0.61 -0.990
H 3.917764 0.613577 0.079824 0.52 0.33 -0.74 0.460
H 2.958634 1.034334 -0.952561 -0.03 0.02 -0.56 0.479
O 3.917617 1.017873 -0.814684 -0.56 -0.44 1.25 -0.942
H 0.603572 0.949959 -2.417334 0.15 -0.01 -0.26 0.501
H 2.028906 0.661354 -2.948143 -0.08 -0.04 -0.01 0.470
O 1.340701 0.306932 -2.374597 0.25 -0.11 0.24 -1.000
H -1.582693 0.144126 -0.563644 -0.16 0.34 0.04 0.504
H -1.283899 -0.766823 -1.750648 -0.03 0.10 -0.13 0.496
O -1.881361 -0.038990 -1.476409 0.04 -0.51 0.14 -1.015
H -2.317985 -3.378986 -1.578971 -0.15 0.15 0.23 0.473
H -2.514714 -1.965634 -1.128994 -0.24 0.23 0.09 0.478
O -2.829226 -2.854547 -0.947371 -0.19 -0.58 0.01 -0.960
```
Positions in Å, forces in eV/Å.